Below is the molecule C24H29ClN4O3, with properties calculated with ωB97M-V with the def2-TZVPD basis set.

Properties
LUMO level = 0.519 eV
highest occupied orbital energy = -8.7 eV
SMILES = O=C(CCCC(=O)N(CC(=O)NC1CCCC1)Cc1ccccc1Cl)Nc1ccccn1
energy relative to the best compared isomer or geometry (same formula, charge and spin) = 0.0 kJ/mol
total charge = 0

Atoms and positions in Å:
O -1.5375 1.8668 3.5452
C -1.5268 1.1570 2.5643
C -0.9574 -0.2560 2.5742
C -1.9964 -1.3355 2.2279
C -1.4297 -2.3724 1.2564
C -1.2999 -1.7965 -0.1412
O -1.7934 -0.7127 -0.4431
N -0.6526 -2.5354 -1.0633
C -0.6226 -2.0538 -2.4349
C 0.5187 -1.0560 -2.7202
O 1.4648 -1.3437 -3.4230
N 0.3363 0.1297 -2.1227
C 1.2101 1.2702 -2.3373
C 2.5705 1.0963 -1.6283
C 2.5186 1.9745 -0.3662
C 1.0591 2.4119 -0.2393
C 0.5902 2.5063 -1.6884
C 0.0947 -3.7275 -0.7450
C 1.4145 -3.4718 -0.0526
C 1.8797 -2.1961 0.2324
C 3.1000 -2.0040 0.8565
C 3.8782 -3.0921 1.2089
C 3.4334 -4.3742 0.9380
C 2.2116 -4.5536 0.3133
Cl 1.6670 -6.1650 -0.0172
N -1.9694 1.5211 1.3295
C -2.4340 2.7545 0.9016
C -2.6818 3.8318 1.7543
C -3.1371 5.0086 1.1924
C -3.3317 5.0810 -0.1807
C -3.0514 3.9548 -0.9347
N -2.6127 2.8218 -0.4157
H -0.5297 -0.4356 3.5605
H -0.1423 -0.2801 1.8471
H -2.3191 -1.8372 3.1401
H -2.8783 -0.8803 1.7739
H -2.1063 -3.2299 1.1968
H -0.4626 -2.7272 1.6145
H -1.5758 -1.5565 -2.6374
H -0.5049 -2.9037 -3.1080
H -0.5101 0.2753 -1.5839
H 1.3500 1.3788 -3.4180
H 2.7344 0.0460 -1.3947
H 3.3781 1.4085 -2.2878
H 3.1541 2.8510 -0.4958
H 2.8623 1.4447 0.5213
H 0.9467 3.3504 0.3006
H 0.4808 1.6511 0.2856
H -0.4953 2.5254 -1.7763
H 0.9963 3.4050 -2.1533
H 0.3016 -4.2580 -1.6788
H -0.5125 -4.3973 -0.1249
H 1.2831 -1.3404 -0.0447
H 3.4438 -1.0027 1.0653
H 4.8314 -2.9473 1.6927
H 4.0283 -5.2330 1.2058
H -1.9424 0.8210 0.5843
H -2.5155 3.7326 2.8131
H -3.3412 5.8637 1.8204
H -3.6885 5.9843 -0.6494
H -3.1795 3.9513 -2.0099

Atom charges from the Löwdin analysis, given in e for atoms 1 to 2: number 1, O, carries 0.074; number 2, C, carries -0.464


Below is a structure of composition C40H35Cl53F2N4O5S3 in a non-equilibrium geometry, with properties calculated with ωB97M-V with the def2-TZVPD basis set.

Properties
LUMO level = -0.981 eV
highest occupied orbital energy = -8.2 eV
total charge = 0

Atoms and positions in Å:
C -4.4286 3.9448 3.5581
C -4.7619 2.3599 3.9746
C -4.9545 1.3936 2.6601
N -5.0037 -0.1085 3.0099
C -4.0503 -0.7327 1.9696
C -4.6367 -0.9368 0.4171
C -3.6615 -1.5552 -0.7849
C -4.2271 -1.7114 -2.3237
C -2.1285 -1.9534 -0.3420
C -1.5395 -1.7868 1.2148
C -2.5202 -1.1716 2.3900
F -1.9308 -1.0555 3.7564
N -0.1238 -2.1939 1.5559
S 0.0711 -3.9274 1.6802
C 0.9077 -1.5857 0.6320
C 0.7409 -1.6928 -1.0291
C 1.8199 -1.0222 -2.0778
C 1.6000 -1.1141 -3.7332
C 0.7125 0.1974 -4.2719
C 0.8777 0.4629 -5.8900
Cl -1.1301 -0.0199 -3.9760
C 3.1154 -0.2231 -1.3878
C 4.3094 0.4972 -2.3027
C 4.0602 2.1219 -2.2048
C 3.3407 2.7006 -3.5944
N 2.1878 3.6460 -3.2775
C 3.2981 -0.0929 0.2674
C 4.5480 0.7377 0.9820
C 3.9005 2.0257 1.7758
C 4.8527 3.3591 1.8166
S 4.4004 4.5687 3.2229
O 5.6353 5.4556 3.6480
O 3.3333 5.6099 2.7076
O 3.7828 3.7874 4.6096
C 2.2020 -0.7798 1.2763
C 2.2584 -0.7157 2.9365
O 1.5681 0.3192 3.4901
N 2.9763 -1.7540 3.7742
C 3.6600 -1.1161 4.9639
O 3.4068 -1.6100 6.1790
F 4.5673 0.0550 4.8540
S -0.8356 -2.6226 -1.5810
H -3.2638 4.0974 3.3626
H -4.9547 4.2501 2.5340
H -4.7039 4.7024 4.4173
H -3.8316 2.0145 4.6325
H -5.6937 2.3916 4.6982
H -5.9173 1.6785 2.0376
H -4.0260 1.5990 1.9433
H -4.4497 -0.1532 3.9115
H -5.7569 -0.5839 0.2126
H -3.3909 -2.0373 -3.1074
H -4.5477 -0.6139 -2.6639
H -5.1900 -2.4102 -2.3829
H 0.7422 -4.1051 2.9224
H 1.1049 -2.1192 -4.0697
H 2.6671 -1.0324 -4.2238
H 1.0362 1.1066 -3.5971
H 0.2944 -0.4252 -6.4330
H 0.2340 1.4379 -6.1358
H 1.9844 0.5342 -6.2631
H 4.3346 0.1194 -3.4108
H 5.3508 0.2116 -1.8101
H 3.3553 2.2808 -1.2541
H 5.0581 2.7472 -2.0430
H 3.0133 1.7809 -4.2807
H 4.2067 3.2372 -4.1941
H 1.2704 3.2748 -3.6105
H 2.1673 3.9083 -2.2635
H 5.0230 0.0386 1.8173
H 5.3298 1.1583 0.2192
H 3.7136 1.7083 2.9102
H 2.8285 2.2656 1.3403
H 4.7045 3.9981 0.8210
H 5.9767 3.0725 1.9813
H 4.3997 3.0754 4.9565
H 3.6327 -2.3235 3.1883
C -7.0222 -4.0967 -0.2724
Cl -6.2922 -2.5118 0.0875
Cl -5.8962 -5.0578 -1.2639
Cl -7.3544 -4.9574 1.2518
Cl -8.5459 -3.8599 -1.1651
C -2.9486 1.6870 -7.6758
Cl -2.3378 2.6243 -6.2892
Cl -1.6509 0.6389 -8.3021
Cl -4.3239 0.6818 -7.1536
Cl -3.4818 2.8029 -8.9585
C 2.6356 -3.8158 -6.2615
Cl 0.8808 -3.5095 -6.2273
Cl 3.2773 -3.7797 -4.5997
Cl 2.9454 -5.4151 -6.9831
Cl 3.4390 -2.5588 -7.2359
C 1.5373 -8.0034 2.5010
Cl 0.5471 -9.4781 2.3630
Cl 2.8677 -8.0683 1.3175
Cl 0.5233 -6.5747 2.1770
Cl 2.2113 -7.8925 4.1467
C 1.5289 3.4124 -8.3778
Cl -0.0383 4.1963 -8.6998
Cl 1.4510 1.7028 -8.8737
Cl 2.8080 4.2408 -9.3010
Cl 1.8951 3.5097 -6.6368
C 7.6367 1.1522 6.6574
Cl 6.0694 1.9360 6.3355
Cl 7.5587 -0.5574 6.1615
Cl 8.9158 1.9806 5.7343
Cl 8.0029 1.2494 8.3985
C 7.2597 -4.4029 -8.3377
Cl 5.6230 -5.0630 -8.0932
Cl 7.9464 -3.9202 -6.7661
Cl 8.2964 -5.6461 -9.0822
Cl 7.1730 -2.9821 -9.4095
C -7.0389 -8.8738 0.1424
Cl -8.0291 -10.3485 0.0043
Cl -5.7086 -8.9386 -1.0411
Cl -8.0529 -7.4451 -0.1816
Cl -6.3649 -8.7629 1.7881
C -7.6676 2.8654 -9.7134
Cl -9.1551 3.6223 -9.0899
Cl -6.7516 4.0563 -10.6712
Cl -6.6684 2.3064 -8.3482
Cl -8.0951 1.4765 -10.7444
C 0.2836 3.1727 6.5751
Cl 0.8944 4.1100 7.9617
Cl 1.5813 2.1246 5.9489
Cl -1.0917 2.1675 7.0973
Cl -0.2496 4.2886 5.2925
C -10.1920 -0.1592 -1.6274
Cl -10.8362 1.4991 -1.5316
Cl -11.3320 -1.2853 -0.8483
Cl -9.9803 -0.6163 -3.3365
Cl -8.6193 -0.2346 -0.7933
C 7.4905 2.4675 12.1819
Cl 8.2205 4.0524 12.5418
Cl 8.6165 1.5064 11.1904
Cl 7.1583 1.6068 13.7062
Cl 5.9668 2.7043 11.2892
C -3.2838 4.0656 10.0667
Cl -4.0766 5.6478 10.2723
Cl -1.6730 4.2982 9.3415
Cl -3.1118 3.2767 11.6549
Cl -4.2737 3.0396 8.9979

Atom charges from the Löwdin analysis, given in e for atoms 1 to 2: number 1, C, carries -0.147; number 2, C, carries -0.232


Below is a cluster of 2 separate species, C4H11NO in total in a non-equilibrium geometry, with properties calculated with ωB97M-V with the def2-TZVPD basis set.

Properties
LUMO level = 0.997 eV
highest occupied orbital energy = -9.6 eV
SMILES = C=NCCC.O
energy relative to the best compared isomer or geometry (same formula, charge and spin) = 175.8 kJ/mol
total charge = 0

Atoms and positions in Å:
C 0.2518 -2.1224 0.0705
N -0.6998 -1.3235 0.2285
C -0.9304 -0.2421 -0.6763
C -0.7801 1.1019 0.0854
C -0.1470 2.1305 -0.8497
H 0.9387 -2.0791 -0.7931
H 0.5567 -2.9402 0.7524
H -0.1767 -0.2183 -1.4944
H -1.9652 -0.3166 -1.1344
H -1.7753 1.3791 0.4442
H -0.1889 0.9411 1.0161
H -0.3164 3.1097 -0.3300
H 0.8851 1.9330 -1.1059
H -0.6841 2.2005 -1.7952
O 2.0856 -1.2893 1.7674
H 1.4630 -0.6784 1.3513
H 1.4830 -1.5860 2.4632

Atom charges from the Löwdin analysis, given in e for atoms 1 to 2: number 1, C, carries -0.098; number 2, N, carries -0.054


Number 1: HOMO-LUMO gap 9.2 eV. Number 2: HOMO-LUMO gap 7.2 eV. Number 3: HOMO-LUMO gap 10.6 eV.